Record 1
The following is a quantum chemistry calculation of a molecular structure, C23H43N2OP3RhS in a non-equilibrium geometry, from OMol25.

The geometry in ORCA input format:
```
! RIJCOSX wB97M-V def2-TZVPD def2/J DEFGRID3
* xyz 3 5
Rh -0.07937 -0.02450 -0.44998
P 1.88521 0.86183 0.67578
P -1.85305 1.49914 -0.06110
P 0.51095 1.01817 -2.36129
H -0.89468 -2.55200 -0.79583
C 0.02913 -2.14972 -1.21012
C 1.20582 -1.97405 -0.45630
H 1.28966 -2.35842 0.56858
C 2.40346 0.11883 2.27387
C 1.72281 2.63972 1.10279
C 3.49254 0.75452 -0.20431
C -3.36617 0.78102 -0.80293
C -2.52990 1.96933 1.59384
C -1.80057 3.20224 -0.76484
C 1.89533 0.17754 -3.23254
C 1.19001 2.72862 -2.38369
C -0.89130 1.17512 -3.55112
H 0.10177 -2.23070 -2.29754
H 2.16947 -1.84686 -0.96078
H 2.20974 -0.96040 2.27297
H 1.87050 0.58038 3.11574
H 3.48158 0.28326 2.40335
H 0.78737 2.82977 1.64326
H 1.75116 3.27248 0.20851
H 2.56379 2.91494 1.75420
H 3.58652 -0.22441 -0.68569
H 4.28099 0.84657 0.55470
H 3.62000 1.55063 -0.94609
H -4.22117 1.45883 -0.67615
H -3.59536 -0.16097 -0.29152
H -3.23185 0.57804 -1.87022
H -3.39040 2.64181 1.46716
H -1.77738 2.50318 2.18734
H -2.86274 1.08614 2.15123
H -2.68099 3.76209 -0.42072
H -1.80238 3.20619 -1.85838
H -0.91572 3.73339 -0.39794
H 1.89355 0.48572 -4.28592
H 1.81111 -0.91228 -3.17912
H 2.85067 0.47428 -2.78496
H 1.33153 3.03326 -3.43124
H 2.16506 2.77325 -1.88729
H 0.51248 3.44553 -1.91336
H -0.51309 1.10467 -4.58158
H -1.41484 2.12985 -3.45037
H -1.61303 0.36629 -3.39113
C -0.76804 -2.91956 -5.80571
C -1.89484 -2.85912 -6.65141
C -1.99858 -3.74282 -7.72849
C -0.99750 -4.69685 -7.94479
C 0.03285 -4.86564 -7.01317
C 0.12605 -4.00849 -5.91378
S -0.33906 -1.58752 -4.75463
H -1.08317 -1.71382 -3.59020
H -2.64701 -2.09892 -6.45670
H -2.85970 -3.69027 -8.39520
H -1.04558 -5.34128 -8.81809
H 0.76935 -5.66025 -7.12880
H 0.89537 -4.11643 -5.15775
N -1.36005 -1.51879 6.61689
C -1.42856 -2.38808 5.55587
O -1.62278 -3.58960 5.71146
C -1.19768 -1.80804 4.19440
C -0.84101 -0.47646 3.94584
C -0.58735 -0.05315 2.63998
N -0.67960 -0.85491 1.56439
C -1.01329 -2.13963 1.79525
C -1.30086 -2.63512 3.06912
H -1.61275 -1.89972 7.51443
H -1.43255 -0.51978 6.49566
H -0.71462 0.26296 4.73343
H -0.27988 0.98337 2.46429
H -1.00964 -2.83785 0.95833
H -1.56271 -3.68385 3.16892
*
```

Lowest unoccupied orbital energy (alpha / beta) ... -9.7 / -12.8 eV
HOMO level (alpha / beta) ... -14.087 / -15.102 eV
HOMO-LUMO gap (alpha / beta) ... 4.386 / 2.346 eV
Energy relative to the best compared isomer or geometry (same formula, charge and spin) ... 77.8 kcal per mole

=====

Record 2
The following is a quantum chemistry calculation of a single C4H5NOS2 molecule in a non-equilibrium geometry, from OMol25.

The geometry in ORCA input format:
```
! RIJCOSX wB97M-V def2-TZVPD def2/J DEFGRID3
* xyz 0 1
C 0.55833 -0.38992 -0.10193
C -0.02904 0.80340 0.17759
C -2.28389 -0.03401 -0.29425
C 1.83385 -1.15510 -0.26029
N -1.40877 0.88200 0.13949
O 0.64897 1.90883 0.73578
S -3.88916 0.35996 -0.21859
S -1.54271 -1.52412 -0.80731
H 2.68141 -0.61143 -0.73192
H 1.45854 -2.03278 -0.89899
H 2.13108 -1.51523 0.72048
H -1.75216 1.75525 0.61543
H 1.59355 1.55316 0.92451
*
```

Lowest unoccupied orbital energy (alpha / beta) ... -1.1 / -1.1 eV
HOMO level (alpha / beta) ... -8.206 / -8.206 eV
HOMO-LUMO gap (alpha / beta) ... 7.057 / 7.056 eV
Energy relative to the best compared isomer or geometry (same formula, charge and spin) ... 65.4 kcal per mole

=====

Record 3
The following is a quantum chemistry calculation of a molecular structure, C14H28BN8RuS2 in a non-equilibrium geometry, from OMol25.

The geometry in ORCA input format:
```
! RIJCOSX wB97M-V def2-TZVPD def2/J DEFGRID3
* xyz 2 2
Ru -0.22867 -0.06811 0.01548
C -1.16178 3.11383 2.90602
N 0.18818 2.55350 2.82424
C 1.33909 3.25809 3.06277
C 2.36145 2.36608 2.98262
N 1.83902 1.13017 2.71733
B 2.72402 -0.16650 2.95622
N 2.65331 -1.26885 1.81298
C 3.06090 -2.55002 2.11996
C 3.23817 -3.22816 0.96243
N 2.91581 -2.35682 -0.05672
C 3.00135 -2.63778 -1.48787
C 2.55714 -1.18277 0.49166
S 2.03512 0.21874 -0.42054
C 0.51760 1.25927 2.61146
S -0.60301 -0.02030 2.24101
H -1.15436 4.11842 2.49001
H -1.48491 3.15707 3.94357
H -1.84696 2.48034 2.34994
H 1.33678 4.31268 3.27843
H 3.42032 2.51548 3.09968
H 3.85557 0.23490 3.00937
H 2.35545 -0.70593 3.96549
H 3.20991 -2.86141 3.13899
H 3.57049 -4.23430 0.77565
H 3.20007 -3.69815 -1.61681
H 3.81139 -2.06774 -1.93709
H 2.06697 -2.36960 -1.97585
N -2.35792 -0.13477 -0.32500
C -3.05328 0.75331 -1.28531
C -2.67582 2.19594 -1.04955
C -1.30874 2.54248 -1.58304
N -0.23282 1.98600 -0.72090
H -2.52282 -1.10946 -0.55816
H -2.75375 0.00406 0.60164
H -4.13037 0.62221 -1.18850
H -2.77534 0.44237 -2.29327
H -2.71972 2.41273 0.02501
H -3.41244 2.84169 -1.52813
H -1.19094 3.62305 -1.65962
H -1.17200 2.12958 -2.58284
H -0.16137 2.54157 0.12944
H 0.66264 2.09512 -1.18801
C -0.89440 -5.09331 1.39260
N -0.39608 -4.52516 0.12755
C 0.05220 -5.44785 -0.92975
C -0.41433 -3.24638 -0.07285
N -0.40592 -2.10318 -0.28077
H -1.73079 -5.75956 1.18794
H -1.21931 -4.29333 2.05210
H -0.09276 -5.65267 1.87115
H -0.78302 -6.06827 -1.25042
H 0.84434 -6.08316 -0.53727
H 0.42524 -4.88108 -1.77859
*
```

Lowest unoccupied orbital energy (alpha / beta) ... -7.4 / -7.2 eV
HOMO level (alpha / beta) ... -14.178 / -14.255 eV
HOMO-LUMO gap (alpha / beta) ... 6.818 / 7.094 eV
Energy relative to the best compared isomer or geometry (same formula, charge and spin) ... 5.6 kcal per mole

=====

Record 4
The following is a quantum chemistry calculation of 2 unconnected molecules or ions with the total composition C5H11NO, from OMol25.

The geometry in ORCA input format:
```
! RIJCOSX wB97M-V def2-TZVPD def2/J DEFGRID3
* xyz 0 1
C -0.37653 1.65281 -1.18053
C -0.97036 0.37079 -0.66838
N -1.16731 0.03134 0.53673
C -0.78077 0.93527 1.60564
H 0.36081 2.07586 -0.48910
H 0.08330 1.49434 -2.16099
H -1.17985 2.39059 -1.29435
H -1.24591 -0.37209 -1.42623
H 0.29914 1.15192 1.59960
H -1.31300 1.89324 1.54879
H -1.02521 0.46508 2.56196
C 1.46010 -1.39869 -0.43849
C 0.39321 -2.10683 0.36626
O -0.36535 -2.92219 -0.09991
H 2.33451 -2.06100 -0.42202
H 1.17852 -1.27647 -1.49230
H 1.75728 -0.43632 0.00017
H 0.39906 -1.87388 1.45268
*
```

Lowest unoccupied orbital energy ... 0.9 eV
Structure (SMILES) ... C/C=N\C.CC=O
HOMO level ... -9.476 eV
HOMO-LUMO gap ... 10.351 eV
Energy relative to the best compared isomer or geometry (same formula, charge and spin) ... 46.7 kcal per mole

=====

Record 5
The following is a quantum chemistry calculation of a molecular structure, C46H41IN3O2P2Pd, from OMol25.

The geometry in ORCA input format:
```
! RIJCOSX wB97M-V def2-TZVPD def2/J DEFGRID3
* xyz -1 1
Pd 0.87469 -0.48945 0.98651
C 1.00153 -4.25977 -1.99591
C 0.00576 -4.42252 -0.89208
N -0.95186 -5.29461 -1.02256
C -1.87292 -5.39888 -0.02770
C -1.85531 -4.62845 1.10330
C -2.93438 -4.86013 2.12514
O -2.43676 -5.43772 3.33757
C -0.83553 -3.64806 1.27427
C -0.85780 -2.83911 2.46735
N -0.21820 -1.73725 2.66758
C -0.47008 -1.07497 3.88134
C -1.77466 -0.87957 4.34345
C -2.02415 -0.17017 5.50564
C -0.97334 0.36798 6.23216
C 0.32949 0.18091 5.79319
C 0.58155 -0.53361 4.62879
I 2.56410 -0.82356 4.08703
C 0.16300 -3.52779 0.26224
O 1.12484 -2.72526 0.26627
H 0.78640 -4.97262 -2.78978
H 2.01928 -4.40101 -1.62642
H 0.96177 -3.23979 -2.38721
H -2.65508 -6.13565 -0.17835
H -3.69774 -5.51388 1.69155
H -3.42690 -3.92871 2.41418
H -1.69386 -5.99905 3.09203
H -1.49440 -3.22106 3.26974
H -2.60045 -1.24997 3.74975
H -3.04788 -0.02387 5.82798
H -1.16062 0.93434 7.13550
H 1.15923 0.58620 6.35598
C -0.74509 1.64035 -0.98710
N 0.35263 1.81887 -1.91487
C 1.64595 1.19341 -1.70302
P 2.17387 0.97799 0.07013
C 3.85575 0.37115 -0.33966
C 4.92951 1.19509 -0.67424
C 6.15952 0.64818 -1.00618
C 6.32455 -0.73173 -1.02276
C 5.25799 -1.55786 -0.70144
C 4.02942 -1.01176 -0.35239
C 2.54914 2.71641 0.56313
C 2.31760 3.82869 -0.24834
C 2.57028 5.11336 0.21507
C 3.07324 5.30716 1.49368
C 3.30874 4.20762 2.30972
C 3.03467 2.93055 1.85198
C 0.21119 2.71711 -2.96177
C -0.70838 3.77867 -2.90785
C -0.83829 4.65963 -3.96784
C -0.05978 4.53289 -5.10865
C 0.85663 3.49297 -5.16884
C 0.99222 2.59587 -4.12376
P -1.09505 -0.09892 -0.36402
C -1.86817 -0.86161 -1.85511
C -2.30064 -2.18296 -1.73875
C -2.80361 -2.86827 -2.83196
C -2.86608 -2.24923 -4.07218
C -2.42382 -0.94070 -4.20802
C -1.92759 -0.25164 -3.10922
C -2.57522 0.45948 0.57193
C -2.34991 1.12128 1.77616
C -3.41101 1.60000 2.53028
C -4.71640 1.40039 2.10550
C -4.95245 0.72711 0.91318
C -3.89000 0.26845 0.14719
H -1.65330 2.00071 -1.47072
H -0.61014 2.22081 -0.06362
H 2.40075 1.76976 -2.24175
H 1.67299 0.16913 -2.10291
H 4.80684 2.27208 -0.66540
H 6.99062 1.29774 -1.25363
H 7.28480 -1.16112 -1.28228
H 5.38099 -2.63401 -0.71066
H 3.19492 -1.65453 -0.08222
H 1.93549 3.70431 -1.25259
H 2.37574 5.96359 -0.42769
H 3.27368 6.30777 1.85666
H 3.69383 4.35206 3.31193
H 3.17947 2.07436 2.50373
H -1.29997 3.93318 -2.01687
H -1.55291 5.47037 -3.88797
H -0.16426 5.22789 -5.93110
H 1.47020 3.36170 -6.05231
H 1.68557 1.77164 -4.21755
H -2.22556 -2.69133 -0.78267
H -3.11678 -3.89843 -2.71655
H -3.24340 -2.78913 -4.93199
H -2.45726 -0.45184 -5.17436
H -1.57886 0.76248 -3.24771
H -1.32973 1.24759 2.12949
H -3.21147 2.10985 3.46497
H -5.54523 1.76276 2.70123
H -5.96724 0.56268 0.57125
H -4.09087 -0.24296 -0.78520
*
```

Lowest unoccupied orbital energy ... 2.4 eV
HOMO level ... -3.280 eV
HOMO-LUMO gap ... 5.654 eV
Energy relative to the best compared isomer or geometry (same formula, charge and spin) ... 1.0 kcal per mole

=====

Record 6
The following is a quantum chemistry calculation of a single C17H21FO3 molecule in a non-equilibrium geometry, from OMol25.

The geometry in ORCA input format:
```
! RIJCOSX wB97M-V def2-TZVPD def2/J DEFGRID3
* xyz 0 1
C 2.23729 1.80222 2.59776
O 2.56890 0.38272 2.14659
C 1.80505 -0.07530 1.04262
C 2.37847 -1.45614 0.72038
C 1.74381 -2.02843 -0.58469
C 0.65670 -1.12839 -1.14465
C 1.44973 0.23195 -1.49813
C 2.03344 0.79940 -0.21146
C -0.41238 -0.78616 -0.04061
C -1.27868 -2.02475 0.16241
C -2.51843 -1.97662 0.94085
O -3.39652 -2.66296 0.56064
O -2.58966 -1.36185 2.12190
C -1.29424 0.41054 -0.68228
C -1.30063 1.75308 -0.24656
C -1.85568 2.80859 -0.83478
C -2.58283 2.46060 -1.99881
F -3.21823 3.52502 -2.47200
C -2.70273 1.09023 -2.49905
C -2.04510 0.11572 -1.74813
C 0.30446 -0.39455 1.28695
H 2.80972 2.50788 1.99528
H 1.10932 1.89763 2.50153
H 2.46723 2.06841 3.58121
H 3.42753 -1.31341 0.58603
H 2.34815 -2.16088 1.53441
H 2.59309 -1.92485 -1.24045
H 1.28220 -3.01656 -0.50936
H 0.15635 -1.51761 -2.07688
H 2.17158 0.04197 -2.27121
H 0.77372 0.89726 -2.01156
H 1.43192 1.67273 -0.03621
H 3.03940 1.05265 -0.38307
H -1.60529 -2.31618 -0.85779
H -0.55470 -2.75387 0.61180
H -3.37156 -1.76273 2.53096
H -0.77551 2.14472 0.61914
H -1.64676 3.82071 -0.53815
H -3.37692 0.92959 -3.32766
H -2.27614 -0.90400 -2.11049
H 0.24140 -1.27686 1.90009
H -0.22745 0.42848 1.88342
*
```

Lowest unoccupied orbital energy ... 0.6 eV
Structure (SMILES) ... CO[C@]12CC[C@H](CC1)[C@](CC(=O)O)(c1ccc(F)cc1)C2
HOMO level ... -8.884 eV
HOMO-LUMO gap ... 9.500 eV